No. 1
Computed, not measured: a structure of composition C14H24BF10N3O8PTi, with ωB97M-V/def2-TZVPD.

Results
Expectation value of S²: 0.7536
Energy relative to the best compared isomer or geometry (same formula, charge and spin): 83.3 kJ/mol
F_max: 0.0157 Eh/bohr
Frontier orbital gap (spin up / spin down): 0.25400 / 0.28022 Eh

Geometry as ORCA input:
```
! RIJCOSX wB97M-V def2-TZVPD def2/J DEFGRID3
* xyz -2 2
Ti 0.338 0.545 -1.362
O -1.113 -1.306 -1.243
C -0.499 -2.585 -1.327
C 0.277 -2.581 -2.618
N 1.339 -1.575 -2.614
C 1.572 -1.098 -3.970
C 0.465 -0.101 -4.327
O 0.110 0.042 -5.482
O -0.003 0.522 -3.296
C 2.504 -2.002 -1.859
C 2.413 -1.558 -0.396
O 3.089 -2.146 0.445
O 1.624 -0.575 -0.178
H -1.410 -1.182 -0.322
H -1.268 -3.362 -1.343
H 0.139 -2.760 -0.458
H -0.422 -2.335 -3.419
H 0.691 -3.581 -2.820
H 1.579 -1.907 -4.711
H 2.518 -0.564 -4.015
H 3.393 -1.519 -2.260
H 2.653 -3.088 -1.894
F 2.008 2.024 -1.457
P 3.428 2.310 -2.327
F 2.558 2.399 -3.667
F 3.238 3.881 -2.069
F 4.790 2.553 -3.153
F 3.558 0.703 -2.536
F 4.245 2.182 -0.948
C 0.289 3.002 1.192
O 0.342 1.659 0.714
C -0.871 0.960 0.455
O -1.842 1.190 1.113
H 1.083 3.128 1.930
H -0.684 3.196 1.646
H 0.433 3.690 0.362
F -3.001 2.269 -1.868
B -1.972 3.196 -1.815
F -1.862 3.917 -2.992
F -2.118 4.052 -0.716
F -0.709 2.471 -1.604
C -4.050 -0.729 2.332
N -2.817 -0.875 3.079
C -2.638 -0.055 4.262
C -1.373 0.773 4.146
C -0.202 -0.165 3.942
N -0.521 -1.253 3.034
C 0.638 -1.975 2.541
C -1.741 -1.448 2.456
O -1.876 -2.194 1.480
H -4.033 -1.431 1.505
H -4.906 -0.960 2.974
H -4.148 0.284 1.936
H -2.598 -0.694 5.156
H -3.513 0.589 4.359
H -1.213 1.364 5.052
H -1.472 1.437 3.289
H 0.107 -0.598 4.906
H 0.660 0.373 3.534
H 1.331 -1.309 2.033
H 0.317 -2.723 1.823
H 1.143 -2.478 3.373
*
```

=====

No. 2
Computed, not measured: a structure of composition C35H54ClN2O2S3SbSi3Ti, with ωB97M-V/def2-TZVPD.

Results
F_max: 0.0108 Eh/bohr
Frontier orbital gap (spin up / spin down): 0.20756 / 0.21167 Eh

Geometry as ORCA input:
```
! RIJCOSX wB97M-V def2-TZVPD def2/J DEFGRID3
* xyz 0 1
Ti -1.021 0.483 -0.178
C 2.135 -3.527 -0.691
C 0.619 -3.547 -0.840
S -0.369 -2.629 0.369
C 0.316 -3.158 1.949
C 1.568 -2.431 2.470
S 1.685 -0.680 2.007
C 3.396 -0.544 1.422
C 3.910 -1.615 0.463
S 2.889 -1.905 -1.004
H 2.549 -4.231 -1.416
H 2.434 -3.880 0.294
H 0.279 -4.586 -0.828
H 0.328 -3.120 -1.802
H 0.504 -4.234 1.914
H -0.509 -3.010 2.641
H 2.468 -2.919 2.106
H 1.581 -2.516 3.557
H 4.072 -0.488 2.278
H 3.409 0.430 0.929
H 4.070 -2.570 0.964
H 4.889 -1.295 0.105
C -4.203 -2.749 0.224
Sb -4.227 -0.609 0.163
C -2.490 0.088 1.309
C -2.251 -0.747 2.512
C -1.176 -0.442 3.371
C -1.034 -1.118 4.564
C -1.937 -2.127 4.883
C -2.952 -2.382 3.977
N -3.125 -1.707 2.842
Si -3.066 1.744 2.080
C -4.372 1.374 3.379
C -3.839 2.962 0.870
C -1.666 2.677 2.921
C -3.869 -0.279 -2.102
C -3.127 0.990 -2.427
C -3.251 1.563 -3.697
C -2.628 2.753 -4.012
C -1.890 3.398 -3.035
C -1.779 2.786 -1.807
N -2.335 1.595 -1.509
Si -5.754 0.084 -2.444
C -6.345 1.580 -1.473
C -6.757 -1.437 -1.979
C -6.301 0.591 -4.180
Si -3.192 -1.696 -3.243
C -1.532 -1.318 -4.042
C -2.918 -3.388 -2.480
C -4.287 -2.072 -4.736
H -4.741 -2.993 1.135
H -3.206 -3.173 0.271
H -4.752 -3.127 -0.635
H -0.475 0.332 3.090
H -0.218 -0.874 5.234
H -1.863 -2.690 5.802
H -3.684 -3.159 4.179
H -5.227 0.851 2.943
H -4.733 2.307 3.819
H -3.976 0.751 4.185
H -4.412 2.488 0.074
H -3.085 3.600 0.408
H -4.521 3.608 1.428
H -1.434 2.277 3.909
H -1.968 3.720 3.049
H -0.754 2.665 2.320
H -3.827 1.043 -4.447
H -2.721 3.172 -5.006
H -1.400 4.344 -3.215
H -1.204 3.250 -1.016
H -6.365 1.446 -0.393
H -7.361 1.807 -1.809
H -5.729 2.454 -1.704
H -6.817 -1.584 -0.900
H -6.359 -2.351 -2.421
H -7.777 -1.310 -2.350
H -6.008 1.619 -4.396
H -7.394 0.578 -4.150
H -5.993 -0.045 -5.004
H -0.713 -1.606 -3.385
H -1.375 -0.281 -4.335
H -1.479 -1.934 -4.944
H -2.342 -3.360 -1.557
H -2.338 -3.937 -3.228
H -3.831 -3.950 -2.293
H -4.218 -1.306 -5.508
H -5.340 -2.246 -4.517
H -3.884 -2.993 -5.167
Cl 5.066 3.151 -2.858
C 3.623 2.719 -1.976
C 3.359 3.371 -0.757
C 2.231 3.026 -0.059
C 1.346 2.040 -0.528
O 0.254 1.763 0.180
C 1.609 1.385 -1.769
C 0.809 0.354 -2.303
O -0.194 -0.194 -1.676
C 2.787 1.767 -2.472
H 4.036 4.129 -0.389
H 1.996 3.506 0.884
H 1.111 -0.100 -3.243
H 3.019 1.275 -3.408
*
```

=====

No. 3
Computed, not measured: a structure of composition C47H39N6O6STb in a non-equilibrium geometry, with ωB97M-V/def2-TZVPD.

Results
Expectation value of S²: 12.6819
F_max: 0.0613 Eh/bohr
Frontier orbital gap (spin up / spin down): 0.14037 / 0.20570 Eh

Geometry as ORCA input:
```
! RIJCOSX wB97M-V def2-TZVPD def2/J DEFGRID3
* xyz -2 7
Tb -0.879 -0.094 -1.064
O -2.708 -5.452 -2.450
C -1.892 -5.191 -3.485
C -1.673 -6.194 -4.429
C -0.862 -5.967 -5.528
C -0.253 -4.730 -5.703
C -0.463 -3.731 -4.766
C -1.270 -3.939 -3.649
C -1.463 -2.809 -2.695
O -0.808 -1.736 -2.845
N -2.410 -3.010 -1.784
N -2.617 -1.902 -1.003
C -3.767 -1.811 -0.366
C -4.097 -0.609 0.301
C -5.350 -0.420 0.940
C -5.646 0.785 1.519
C -4.698 1.829 1.459
C -3.494 1.572 0.821
N -3.170 0.409 0.269
H -2.836 -4.556 -1.986
H -2.165 -7.150 -4.288
H -0.711 -6.758 -6.256
H 0.381 -4.548 -6.563
H -0.009 -2.754 -4.864
H -4.506 -2.611 -0.423
H -6.065 -1.235 0.948
H -6.604 0.938 2.007
H -4.894 2.799 1.897
H -2.739 2.351 0.752
O 4.828 0.032 -1.549
C 4.698 -1.192 -1.027
C 5.853 -1.959 -0.878
C 5.805 -3.218 -0.306
C 4.594 -3.738 0.136
C 3.441 -2.992 -0.022
C 3.455 -1.725 -0.603
C 2.162 -1.049 -0.836
O 1.088 -1.611 -0.461
N 2.193 0.133 -1.452
N 1.066 0.513 -2.041
C 0.806 1.946 -1.937
C -0.049 2.428 -3.101
C 0.495 3.317 -4.013
C -0.265 3.921 -5.008
C -1.618 3.614 -5.082
C -2.177 2.696 -4.214
C -1.420 2.041 -3.214
O -1.986 1.165 -2.436
H 3.891 0.412 -1.603
H 6.793 -1.544 -1.220
H 6.718 -3.793 -0.198
H 4.549 -4.725 0.578
H 2.475 -3.371 0.290
H 1.765 2.491 -1.922
H 1.552 3.560 -3.935
H 0.186 4.629 -5.693
H -2.247 4.097 -5.823
H -3.229 2.441 -4.273
N 0.121 2.067 -0.644
C 0.193 3.239 0.005
C -0.291 3.299 1.345
C -0.243 4.459 2.087
C 0.286 5.636 1.554
C 0.748 5.611 0.242
C 0.706 4.459 -0.521
H -0.698 2.386 1.767
H -0.617 4.454 3.106
H 0.328 6.544 2.144
H 1.143 6.520 -0.201
H 1.032 4.496 -1.551
O -0.601 -0.376 1.242
S 0.420 -1.196 1.956
C 1.146 0.011 3.185
C 2.458 0.610 2.786
C 3.614 -0.163 2.734
C 4.838 0.418 2.441
C 4.922 1.780 2.192
C 3.775 2.558 2.243
C 2.552 1.977 2.538
C -0.675 -2.081 3.226
C -1.419 -1.152 4.116
C -1.088 -1.023 5.466
C -1.720 -0.083 6.265
C -2.693 0.748 5.727
C -3.043 0.617 4.389
C -2.422 -0.330 3.592
H 1.241 -0.534 4.125
H 0.380 0.779 3.288
H 3.557 -1.228 2.924
H 5.722 -0.204 2.381
H 5.876 2.230 1.949
H 3.822 3.622 2.045
H 1.654 2.583 2.551
H -0.013 -2.764 3.762
H -1.340 -2.643 2.569
H -0.323 -1.666 5.890
H -1.443 0.012 7.309
H -3.172 1.496 6.347
H -3.799 1.261 3.957
H -2.689 -0.423 2.546
*
```

=====

No. 4
Computed, not measured: a cluster of 3 separate species, C7H18N2O in total in a non-equilibrium geometry, with ωB97M-V/def2-TZVPD.

Results
Energy relative to the best compared isomer or geometry (same formula, charge and spin): 332.7 kJ/mol
F_max: 0.0657 Eh/bohr
SMILES: [H]/N=N/C(C)(C)C.CC=O.C
Frontier orbital gap: 0.33167 Eh

Geometry as ORCA input:
```
! RIJCOSX wB97M-V def2-TZVPD def2/J DEFGRID3
* xyz 0 1
H 1.689 0.539 -1.663
N 0.732 0.198 -1.504
N 0.186 0.942 -0.621
C -1.280 0.835 -0.547
C -1.714 1.498 0.763
C -1.783 -0.609 -0.620
C -1.813 1.646 -1.739
H -1.240 2.473 0.866
H -2.794 1.635 0.769
H -1.449 0.882 1.620
H -1.435 -1.086 -1.534
H -1.415 -1.178 0.232
H -2.871 -0.621 -0.614
H -2.902 1.665 -1.712
H -1.492 1.192 -2.674
H -1.445 2.670 -1.698
C 2.590 -0.017 1.954
C 1.147 -0.340 1.698
O 0.453 -1.060 2.354
H 2.648 0.948 2.457
H 3.050 -0.781 2.579
H 3.125 0.056 1.010
H 0.707 0.354 0.839
C 1.466 -2.369 -0.401
H 1.135 -1.329 -0.920
H 0.720 -2.784 0.268
H 1.560 -3.015 -1.267
H 2.425 -2.346 0.103
*
```

=====

No. 5
Computed, not measured: a structure of composition C42H56BN7P2Re, with ωB97M-V/def2-TZVPD.

Results
Expectation value of S²: 3.8011
Energy relative to the best compared isomer or geometry (same formula, charge and spin): 0.6 kJ/mol
F_max: 0.0026 Eh/bohr
Frontier orbital gap (spin up / spin down): 0.25270 / 0.21539 Eh

Geometry as ORCA input:
```
! RIJCOSX wB97M-V def2-TZVPD def2/J DEFGRID3
* xyz 2 4
Re -0.480 -0.150 0.965
C -1.145 -1.198 5.228
C -0.167 -0.103 4.783
C 0.834 0.112 5.930
C -0.915 1.228 4.609
P 0.625 -0.571 3.129
C 2.091 0.560 3.034
N 0.971 2.519 2.035
B -0.266 1.955 1.220
N -0.584 3.010 0.352
C -1.396 2.835 -0.831
P -1.967 1.069 -0.871
C -1.723 0.636 -2.680
C -0.223 0.816 -2.974
C -2.122 -0.820 -2.928
C -2.502 1.531 -3.651
C -3.790 1.289 -0.437
C -4.522 -0.059 -0.456
C -4.589 2.246 -1.335
C -3.798 1.912 0.969
C 0.245 4.132 0.529
C 0.215 5.354 -0.114
C 1.122 6.325 0.303
C 2.012 6.090 1.343
C 2.042 4.853 1.983
C 1.173 3.885 1.531
C 1.406 -2.283 3.236
C 0.313 -3.330 2.986
C 2.118 -2.569 4.560
C 2.446 -2.419 2.114
H -1.714 -0.829 6.084
H -0.618 -2.092 5.555
H -1.854 -1.489 4.458
H 0.257 0.366 6.822
H 1.516 0.944 5.758
H 1.419 -0.770 6.166
H -1.558 1.389 5.476
H -1.530 1.281 3.711
H -0.223 2.077 4.601
H 3.000 -0.038 2.986
H 2.190 1.191 3.917
H -0.793 3.044 -1.716
H -2.241 3.523 -0.840
H 0.416 0.522 -2.143
H 0.017 1.846 -3.237
H 0.046 0.198 -3.833
H -1.494 -1.515 -2.379
H -1.999 -1.038 -3.991
H -3.161 -1.019 -2.669
H -2.430 2.593 -3.410
H -3.551 1.254 -3.715
H -2.073 1.393 -4.646
H -4.729 -0.372 -1.479
H -5.486 0.054 0.045
H -3.980 -0.861 0.037
H -4.828 1.816 -2.301
H -4.110 3.211 -1.494
H -5.537 2.446 -0.831
H -3.151 1.393 1.671
H -4.817 1.894 1.360
H -3.477 2.956 0.940
H -0.497 5.560 -0.901
H 1.119 7.292 -0.182
H 2.684 6.872 1.664
H 2.723 4.680 2.805
H -0.523 -3.257 3.680
H 0.751 -4.324 3.102
H -0.071 -3.260 1.969
H 1.430 -2.684 5.395
H 2.856 -1.804 4.810
H 2.657 -3.514 4.456
H 2.062 -2.108 1.145
H 2.717 -3.474 2.036
H 3.368 -1.875 2.320
C 3.370 2.077 1.569
C 4.164 1.744 0.522
C 3.704 0.810 -0.400
C 2.398 0.224 -0.283
N 1.527 0.613 0.652
C 2.041 1.436 1.769
N 2.191 -0.745 -1.200
C 1.214 -1.607 -1.170
N 0.138 -1.654 -0.338
C -0.601 -2.808 -0.645
N -1.695 -3.223 -0.143
C -2.441 -2.640 0.857
C -3.563 -3.388 1.242
C -4.417 -2.930 2.214
C -4.126 -1.709 2.816
C -3.007 -1.030 2.409
N -2.164 -1.450 1.439
C 0.078 -3.513 -1.744
C -0.232 -4.686 -2.402
C 0.618 -5.071 -3.434
C 1.730 -4.305 -3.782
C 2.036 -3.127 -3.109
C 1.183 -2.753 -2.088
H 3.712 2.744 2.347
H 5.149 2.178 0.420
H 4.300 0.470 -1.233
H 0.782 2.537 3.035
H -3.719 -4.327 0.733
H -5.287 -3.503 2.503
H -4.748 -1.292 3.595
H -2.748 -0.095 2.877
H -1.096 -5.275 -2.125
H 0.415 -5.982 -3.980
H 2.366 -4.638 -4.591
H 2.899 -2.530 -3.367
*
```

=====

No. 6
Computed, not measured: the molecule C9H11NO3 in a non-equilibrium geometry, with ωB97M-V/def2-TZVPD.

Results
Energy relative to the best compared isomer or geometry (same formula, charge and spin): 421.8 kJ/mol
F_max: 0.0642 Eh/bohr
Frontier orbital gap (spin up / spin down): 0.27150 / 0.27161 Eh

Geometry as ORCA input:
```
! RIJCOSX wB97M-V def2-TZVPD def2/J DEFGRID3
* xyz 0 1
C 2.559 -1.355 -2.182
C 1.927 -0.229 -2.794
C 2.320 -1.662 -0.896
C 1.154 0.579 -2.036
C 1.337 -0.877 -0.102
C -1.126 -1.039 -0.008
C -2.395 1.088 0.490
C -0.817 0.133 2.249
C -1.243 0.205 0.817
N 1.064 0.385 -0.694
O -2.079 -1.507 -0.581
O 0.068 -1.647 -0.086
O 0.345 1.183 0.055
H 3.252 -1.940 -2.766
H 2.079 -0.019 -3.839
H 2.767 -2.511 -0.409
H 0.674 1.476 -2.399
H 1.635 -0.734 0.947
H -2.290 2.049 0.986
H -3.312 0.606 0.835
H -2.484 1.235 -0.583
H -0.200 -0.742 2.449
H -1.706 0.082 2.879
H -0.266 1.034 2.518
*
```

=====

> F_max of number 5 (C42H56BN7P2Re)?

0.0026 Eh/bohr